Below is a molecular structure, C25H21F3N4PPt, with properties calculated with ωB97M-V/def2-TZVPD.

Element x y z (Å)
C: 0.6262 -0.4169 5.0353
H: -1.6228 5.1629 -1.1172
H: 2.5893 -5.0799 -0.4495
C: 4.9404 -2.9179 -1.6349
H: 3.4818 3.4753 -2.4775
C: 4.4583 -1.7319 -1.1147
C: 1.3909 3.8668 1.9453
H: 3.5997 -1.2058 2.5007
H: 5.8434 -2.9212 -2.2296
C: 1.7884 -0.6163 4.3290
C: -0.7578 -0.2822 -0.3174
C: 3.5431 1.1976 0.0450
N: 2.8603 -0.6128 2.1390
H: 5.2583 4.4535 -1.0724
H: -1.4570 0.1863 4.9069
H: 1.7039 -2.9867 0.5153
F: -1.8483 0.4423 -0.4272
H: 2.3685 5.1944 3.2987
P: 2.7798 -0.3227 0.4937
C: -0.4542 0.3288 3.0508
C: 0.4717 3.8232 0.8997
H: 4.6261 -5.0246 -1.8395
F: -0.9869 -1.3428 0.4139
C: -0.1368 4.9818 0.4350
C: 4.5523 1.7624 0.8469
H: -1.3016 0.7010 2.4915
H: 4.8610 1.2874 1.7692
H: 2.6833 -0.9909 4.8075
C: 4.7666 3.5424 -0.7567
N: 0.7106 0.1525 2.3517
N: -1.0038 4.5704 -0.5787
H: 1.8604 2.9755 2.3478
C: 3.7602 2.9979 -1.5482
C: 3.1444 1.8245 -1.1544
H: 0.6007 -0.6311 6.0960
H: -1.4981 2.6954 -1.4196
C: 1.6697 5.1104 2.4778
C: 4.2589 -4.1063 -1.3992
C: 5.1651 2.9268 0.4301
C: 0.1387 6.2388 0.9594
H: 2.3961 1.3714 -1.8015
N: -0.0366 2.7379 0.1577
H: 4.9595 -0.7955 -1.3256
H: -0.3376 7.1354 0.5870
C: 2.6132 -2.9751 -0.0758
H: 5.9599 3.3606 1.0217
C: 1.0566 6.2773 1.9900
C: -0.5218 0.0510 4.3824
F: -0.2974 -0.6112 -1.5111
H: 1.3045 7.2281 2.4410
C: -0.9182 3.2576 -0.7057
C: 1.8010 -0.3463 2.9624
Pt: 0.7443 0.8332 0.4614
C: 3.3132 -1.7709 -0.2971
C: 3.0984 -4.1419 -0.6213

Summary:
E_LUMO in eV: -11.911
Spin multiplicity: 1
Net charge: +3
Highest occupied orbital energy in eV: -17.41
Orbital gap in Eh: 0.202

---

Below is C25H21F4NO3S2 in the gas phase, with properties calculated with ωB97M-V/def2-TZVPD.

Element x y z (Å)
H: 4.9302 -1.5325 -0.0509
H: 2.4634 -0.0177 -0.6966
C: 0.7237 -4.0381 2.2711
C: -0.9612 -3.0412 0.9062
C: 4.2120 -3.8989 2.2206
H: 4.6042 -0.3947 1.2645
O: -4.9936 2.9630 -0.7481
N: -0.4355 -1.7397 -1.1054
C: -4.1168 2.5226 0.3077
C: 2.4889 -2.1745 -0.5775
H: 0.3321 -1.4353 -1.6938
S: -2.6751 -2.6594 0.5133
H: 6.2146 2.9822 0.3973
H: 7.1378 1.9148 1.4873
H: -6.3455 -0.9660 2.3132
S: 0.3068 1.0070 -2.2751
H: 5.0495 -4.3033 2.7657
F: -6.8901 2.8317 -1.8082
C: -2.4773 -0.9519 -0.0136
C: 4.4148 -0.5865 0.1880
C: -1.9489 3.3166 -2.9094
F: -6.9125 2.4741 0.3245
C: -1.7083 3.0963 -1.3804
H: 2.3961 -0.5812 0.9720
C: -2.0278 1.6858 -0.8864
H: 2.2376 -2.1142 -1.6483
H: 5.3338 2.0225 1.6163
H: -3.5152 3.3936 0.6059
H: -1.0069 3.6220 -3.3950
C: 6.1976 2.0172 0.9333
F: 1.0938 -4.7837 3.3283
H: -2.2665 3.8570 -0.8121
H: -1.3576 -4.2314 2.7112
H: -2.6260 4.1785 -3.0405
C: 3.1038 -3.7376 1.7711
O: 7.1208 0.3306 -0.4572
F: -6.0298 1.0006 -1.0641
C: -0.6258 -3.8055 2.0205
C: -4.5149 -0.3030 1.1577
H: -2.3506 2.4150 -3.3885
C: -6.1758 2.3101 -0.7871
C: 6.1212 0.8782 -0.0917
H: -0.6485 3.2838 -1.1287
C: 1.7022 -3.4958 1.4261
C: -3.3680 0.0653 0.3234
H: 3.3435 -2.8693 -0.5066
C: 2.8829 -0.7609 -0.0011
C: -1.1273 0.6307 -1.2300
C: -3.1601 1.4036 -0.0969
H: -4.6574 2.1944 1.2135
C: -0.0070 -2.4991 0.0189
C: -5.5424 -0.7063 1.6441
C: -1.3234 -0.6936 -0.7947
H: 1.0727 1.7294 -1.4087
O: 4.8805 0.5171 -0.6165
C: 1.3609 -2.7346 0.2839

Summary:
E_LUMO in eV: 0.007
Spin multiplicity: 1
Net charge: 0
Highest occupied orbital energy in eV: -8.22
Orbital gap in Eh: 0.302

---

Below is C25H21FO2 in the gas phase, with properties calculated with ωB97M-V/def2-TZVPD.

Element x y z (Å)
C: 0.8423 -2.0912 5.0767
H: 1.5565 -5.8577 6.1639
C: -0.5255 -1.9778 5.9900
C: -0.8255 2.4772 -5.3536
H: 1.2432 -0.5819 -3.9988
C: -0.3789 -4.6415 6.9448
H: -0.1525 0.1894 -7.6228
C: 1.4211 -0.8532 4.1126
O: 2.9804 0.4376 -1.6330
C: -0.0543 3.8603 1.3318
H: 2.5193 -0.5258 4.4194
F: -1.3672 -1.8770 -4.1855
C: -2.2623 -1.8885 -5.3656
H: -0.7102 -0.0507 3.9782
H: 1.5436 -1.3548 3.0363
H: -1.0962 4.6587 -4.1501
H: -0.5316 3.3135 3.6466
C: 0.5246 1.2921 2.6112
H: -2.6823 0.2479 -6.2028
C: -0.1957 0.9635 -5.3699
C: 0.3353 3.1169 -2.8464
C: 1.8500 1.1513 -1.5398
C: 1.6359 -3.5607 5.1579
C: 0.7368 0.4919 -4.0879
H: 0.2739 -1.0993 -6.3133
C: 0.6438 4.0706 -1.5075
C: 0.9581 1.5853 -2.8865
H: 1.6403 -0.3402 1.1080
C: -1.9955 -0.6923 -6.4543
H: -1.1129 -0.9432 5.9872
O: 0.8927 5.3821 -1.5679
H: 0.3935 1.1351 4.9414
C: 0.5762 3.2502 -0.0532
H: -2.1472 -3.0135 7.4971
H: 2.6318 -3.7974 4.5801
H: -3.3679 -1.7338 -4.9436
C: -1.1477 -3.1882 6.9114
H: -2.2240 -2.9778 -5.8127
C: -0.4401 -0.1719 -6.5453
H: -1.5213 2.7938 -6.2675
C: -0.5844 3.5817 -4.1221
C: 1.1927 0.7351 1.2215
C: 0.3890 0.4147 3.9929
C: 1.0128 -4.7984 6.0874
C: 1.2148 1.7095 -0.0968
H: -0.8851 -5.4938 7.5954
C: -0.0710 2.8536 2.6665
H: -0.4788 4.9509 1.3945
H: -2.2504 -1.1525 -7.5256

Summary:
E_LUMO in eV: -1.381
Spin multiplicity: 1
Net charge: 0
Highest occupied orbital energy in eV: -8.57
Orbital gap in Eh: 0.264

---

Below is a molecular structure, C25H21N3O8V, with properties calculated with ωB97M-V/def2-TZVPD.

Element x y z (Å)
C: -2.9756 -1.3418 -2.4824
C: -0.9091 3.2566 -2.2812
O: 2.5864 -1.1865 3.7555
N: -2.6832 2.4065 0.8517
H: 4.6193 -2.4937 -1.9341
C: -0.4858 -2.0483 0.2353
O: 1.1949 1.9356 0.1328
C: 2.9776 -1.6353 -0.8653
H: -4.5891 -2.6328 -3.1223
C: 4.1856 -2.2885 -0.9639
C: -1.9190 -1.1792 -1.6326
H: -0.4875 2.2481 -2.2913
N: -0.7758 1.0660 0.5559
C: -3.7538 -2.5166 -2.4442
C: 2.2533 -1.0968 2.6100
O: 5.9966 -3.2915 0.2560
C: -0.2176 -3.0744 1.1066
H: 0.4469 4.5544 3.4386
H: -1.9934 3.1757 -2.1748
C: -0.0114 2.1548 0.3128
H: -4.0325 -4.4120 -1.5107
C: -2.0437 -4.3863 0.2660
H: -3.6671 2.4471 1.0783
O: -2.7548 0.1852 1.2712
H: -0.7634 -5.0329 1.8387
C: -2.1093 1.1373 0.9195
C: -0.3023 4.1058 -1.1709
O: 1.0730 -0.4281 -1.4503
C: -0.0769 3.9137 2.7300
H: -1.3323 -0.2740 -1.6954
H: 4.7629 -2.5410 2.3967
H: -3.2150 -0.5624 -3.1946
H: -0.7096 3.6993 -3.2565
H: 1.1851 4.4360 1.0550
O: 1.1602 -0.4788 2.1640
C: -3.4464 -3.5015 -1.5526
O: -2.7053 4.6186 0.4383
H: -2.6572 -5.2794 0.2752
H: 6.3083 -3.4679 -0.6383
O: 2.4161 -1.0923 -3.1302
C: -1.5742 -2.1776 -0.6861
C: 4.8205 -2.6448 0.2319
V: 0.6334 -0.3634 0.3668
C: 0.1236 4.4166 1.3062
H: 0.7800 4.1696 -1.2903
C: 2.1326 -1.0423 -1.9687
H: -0.7062 5.1184 -1.1971
C: -2.3570 -3.3595 -0.6586
N: 2.4434 -1.3763 0.3113
H: -0.2664 5.4294 1.1973
C: 3.0466 -1.6591 1.4519
C: 4.2565 -2.3106 1.4707
H: 0.3110 2.9002 2.8590
H: 0.5870 -2.9982 1.8276
C: -0.9982 -4.2509 1.1281
C: -2.0735 3.5903 0.5038
C: -0.5766 3.5486 0.2390
H: -1.1320 3.9114 3.0112

Summary:
E_LUMO (alpha / beta) in eV: -1.619 / -1.198
Spin multiplicity: 2
Net charge: 0
⟨S²⟩: 0.764
Highest occupied orbital energy (alpha / beta) in eV: -8.22 / -8.30
Orbital gap (alpha / beta) in Eh: 0.243 / 0.261

---

Below is a molecular structure, C25H21N4O3PdSSe2, with properties calculated with ωB97M-V/def2-TZVPD.

Element x y z (Å)
C: -3.7775 0.8487 0.4119
H: 4.8644 0.7263 -2.7420
Pd: 1.0646 -0.7500 0.4450
C: -0.9342 -1.7447 5.4018
C: 5.3435 -0.7293 0.2709
H: 0.5805 -0.8195 -2.0030
C: -0.2849 -0.3729 -3.9559
C: -2.7412 -1.6024 -0.6212
C: -0.3673 2.2267 -3.0751
C: 0.8319 -0.1479 5.2123
C: -4.0489 -1.2621 -0.8264
C: -1.6218 1.5708 1.4030
Se: 2.4575 0.1768 2.9072
H: 2.5496 0.1324 -2.1602
C: 4.6628 0.2240 -1.8076
H: -1.9006 -3.5356 -0.3408
C: 0.1382 1.2394 -2.2479
C: -2.4421 0.5984 0.6511
N: 0.3564 -1.6309 3.3897
H: 1.4450 0.6479 5.6111
Se: 3.4799 -1.8259 2.1632
N: 0.4306 3.1333 -0.8502
H: 6.7018 0.1466 -1.1447
H: -2.2468 2.1582 2.0735
H: -1.1646 -2.9863 3.6631
H: -1.1289 0.3890 -5.7717
C: -0.6153 -2.1737 4.1232
H: -2.8586 -3.3548 -1.8233
H: -1.2284 -2.6587 -1.6953
C: -4.5405 -0.0600 -0.3052
C: 1.0547 -0.6539 3.9368
O: -1.6415 4.1260 -1.8345
C: 3.3563 -0.0983 -1.4821
H: -4.2321 1.7580 0.7801
H: -1.2080 2.7440 -4.9821
C: 0.5885 1.8512 -0.9502
H: -1.1821 2.2837 0.6982
C: 4.0164 -1.0109 0.5251
H: -0.4122 -0.3400 6.9479
N: 3.0282 -0.7122 -0.3443
H: -5.5857 0.1732 -0.4742
C: -0.1994 -0.7034 5.9515
O: 0.5540 4.6818 -2.8526
H: -1.7346 -2.2213 5.9486
C: 5.6724 -0.0992 -0.9224
N: -0.7138 -1.1063 0.4096
H: -4.7085 -1.9083 -1.3891
H: -0.2568 -1.3913 -4.3199
H: -0.7992 1.1133 1.9491
O: 1.0779 1.1982 0.0500
C: -0.8285 1.9564 -4.3462
C: 0.1814 -0.0750 -2.6833
C: -2.1547 -2.8588 -1.1591
C: -1.8954 -0.6686 0.1493
C: -0.7801 0.6357 -4.7780
H: 6.0967 -0.9890 0.9999
S: -0.2990 3.7514 -2.1849

Summary:
E_LUMO in eV: -5.521
Spin multiplicity: 1
Relative energy (zero: lowest compared OMol25 entry of this formula, charge and spin) in kcal per mole: 45.96
Net charge: +1
Highest occupied orbital energy in eV: -10.99
Orbital gap in Eh: 0.201

---

Below is a molecular structure, C25H21N4ORhS6Sb, with properties calculated with ωB97M-V/def2-TZVPD.

Element x y z (Å)
C: -1.0762 3.9753 0.2869
N: 3.4899 3.8503 -0.4421
N: 1.1238 2.6779 -0.6850
C: -2.2127 4.7533 0.4156
C: 2.9483 4.3419 0.7628
S: -2.1616 1.6102 3.4063
S: 2.2264 0.2992 -1.5327
H: 2.4122 -3.2099 -0.6392
C: -2.3746 -4.4872 0.4744
C: 1.8633 -5.5983 2.3535
C: 3.2763 -4.7667 0.5910
C: 3.0720 -5.6182 1.6662
H: 1.7126 -6.2455 3.2079
O: 0.3615 -2.0394 -0.8051
C: -3.1361 -5.7736 -1.4129
C: 3.1030 5.7033 1.0100
C: 2.2707 -3.8989 0.1827
C: 2.6563 6.2551 2.2029
H: -0.1715 4.2140 0.8265
Rh: 0.0974 0.0161 -0.6548
H: -2.2845 1.6040 -1.8106
H: -4.0548 -5.8116 0.5268
H: 3.5595 6.3346 0.2552
S: 0.8389 0.0694 1.4556
S: -2.0899 -0.4113 0.1423
H: 2.2323 2.4691 1.5831
C: 0.8527 -4.7374 1.9596
H: 3.8599 -6.2912 1.9806
C: -1.1208 2.8457 -0.5159
C: -3.3738 4.4131 -0.2667
C: -1.2431 -4.3090 -1.6616
S: -0.2394 -2.7859 0.3985
C: 2.3038 1.9669 -1.0025
H: 4.2252 -4.7674 0.0696
H: -2.0543 -5.4958 -3.2482
C: 1.9126 4.0960 2.9171
H: 4.2480 4.3895 -0.8162
H: 1.4371 3.4526 3.6472
C: 2.0506 5.4583 3.1620
H: -4.2633 5.0204 -0.1572
C: -2.1351 -5.2214 -2.2038
C: -3.2574 -5.4035 -0.0812
H: -3.8316 -6.4847 -1.8413
H: -2.1939 5.6179 1.0661
H: -0.0826 -4.6861 2.5048
C: 1.0650 -3.9125 0.8626
S: -1.5969 -2.2256 3.5439
N: 0.0628 2.0207 -0.6768
C: -1.3679 -3.9683 -0.3240
H: 1.6866 5.8883 4.0857
H: -2.4830 -4.1388 1.4964
H: 2.7771 7.3179 2.3733
H: -4.3039 3.0110 -1.6011
H: -0.4663 -3.8511 -2.2597
N: 3.4056 2.6343 -1.0272
C: -2.2717 2.4898 -1.1944
Sb: -1.3800 -0.2520 2.4219
C: 2.3594 3.5332 1.7337
C: -3.3997 3.2869 -1.0752

Summary:
E_LUMO in eV: 1.253
Spin multiplicity: 1
Relative energy (zero: lowest compared OMol25 entry of this formula, charge and spin) in kcal per mole: 14.66
Net charge: -1
Highest occupied orbital energy in eV: -4.71
Orbital gap in Eh: 0.219

---

Q: Which M values were calculated for the entries above? A: 660.5 523.6 372.4 542.4 721.9 810.5, in g mol⁻¹.